C25H25CuN2O2S as an isolated structure, computed with wB97M-V/def2-TZVPD.

## Properties
**Total charge**: +1
**Multiplicity**: 2
**Maximum force**: 0.8 eV/A
**Calculated total energy**: -88875.25122 eV

XYZ file:
```
56
Properties=species:S:1:pos:R:3:forces:R:3
Cu -0.244 0.309 0.027 -0.1 -0.8 0.0
C 3.174 -1.929 2.980 0.0 0.0 0.0
C 2.032 -0.920 2.919 0.0 0.0 0.0
C 1.897 -0.184 4.259 0.0 0.0 0.0
C 2.160 0.071 1.774 0.0 0.0 0.0
C 3.213 0.061 0.867 0.0 0.1 0.0
C 3.285 0.974 -0.182 0.0 0.0 0.0
C 2.326 1.964 -0.359 0.0 0.0 -0.1
C 2.443 2.989 -1.456 0.0 -0.1 0.0
C 1.275 2.008 0.563 0.0 -0.1 0.0
C 1.183 1.065 1.604 0.1 0.1 0.0
H 3.010 -2.616 3.809 0.0 0.0 0.0
H 4.131 -1.431 3.148 0.0 0.0 0.0
H 3.253 -2.527 2.069 0.0 0.0 0.0
H 1.103 -1.477 2.745 0.0 0.0 0.0
H 2.728 0.511 4.398 0.0 0.0 0.0
H 1.913 -0.899 5.081 0.0 0.0 0.0
H 0.967 0.380 4.334 0.0 0.0 0.0
H 4.004 -0.671 0.966 0.0 0.0 0.0
H 4.122 0.923 -0.870 0.0 0.0 0.0
H 2.717 2.522 -2.403 0.0 0.0 0.0
H 3.221 3.714 -1.214 0.0 0.0 0.0
H 1.509 3.534 -1.594 0.0 0.0 0.0
H 0.555 2.818 0.517 0.0 0.0 0.0
H 0.401 1.186 2.347 0.0 0.0 0.0
O -4.034 1.030 -0.041 0.0 -0.1 0.2
S -2.662 1.129 -0.408 0.1 0.0 -0.3
O -1.702 1.599 0.638 0.0 0.1 0.0
N -1.909 -0.197 -0.912 0.1 0.4 0.1
C -2.264 -1.516 -0.586 0.2 0.0 0.0
C -3.517 -2.062 -0.576 -0.1 0.0 -0.1
C -3.675 -3.452 -0.376 -0.1 0.0 0.0
C -2.604 -4.280 -0.213 0.0 0.0 0.0
C -1.297 -3.736 -0.195 0.0 0.0 0.0
C -0.123 -4.500 -0.019 0.0 -0.1 0.0
C 1.094 -3.881 0.021 0.0 0.0 0.0
C 1.154 -2.483 -0.069 -0.1 0.0 0.0
N 0.083 -1.734 -0.222 0.0 0.2 0.1
C -1.141 -2.347 -0.335 0.1 0.1 0.0
C -2.484 2.246 -1.755 -0.1 0.1 0.0
C -3.529 3.132 -1.968 0.0 0.0 0.0
C -3.409 4.083 -2.970 0.0 0.0 0.0
C -2.260 4.138 -3.740 0.0 0.0 0.0
C -1.220 3.239 -3.523 0.0 0.0 0.0
C -1.326 2.285 -2.528 -0.1 0.0 0.1
H -4.377 -1.431 -0.747 0.0 0.0 0.0
H -4.674 -3.867 -0.375 0.0 0.0 0.0
H -2.738 -5.346 -0.089 0.0 0.0 0.0
H -0.199 -5.576 0.077 0.0 0.0 0.0
H 2.008 -4.445 0.141 0.0 0.0 0.0
H 2.100 -1.965 -0.002 0.0 0.0 0.0
H -4.422 3.066 -1.359 0.0 0.0 0.0
H -4.218 4.779 -3.150 0.0 0.0 0.0
H -2.171 4.880 -4.524 0.0 0.0 0.0
H -0.332 3.275 -4.140 0.0 0.0 0.0
H -0.532 1.562 -2.386 0.0 0.0 0.0
```
Forces are in eV/Å.